ORCA calculation (ωB97M-V with the def2-TZVPD basis set) on 4 unconnected molecules or ions with the total composition C27H61N3O11S at a distorted geometry.

Atoms and positions in Å:
1 C 0.2890 0.9935 -1.0906
2 C 0.0990 2.1565 -0.4371
3 C -1.0978 2.5863 0.3419
4 O -1.1303 3.0538 1.4491
5 O -2.1948 2.5076 -0.4527
6 C -3.3410 3.2222 0.0418
7 C -4.4719 3.1018 -0.9715
8 C -5.8314 3.3763 -0.3233
9 C -6.5983 2.1426 0.1627
10 C -6.7746 1.0485 -0.9057
11 C -6.0696 -0.2761 -0.6030
12 O -4.8973 -0.0292 0.2216
13 S -3.9117 -1.3278 0.3626
14 O -3.7069 -1.5598 1.7722
15 O -2.5761 -0.5548 -0.1494
16 H 0.5958 0.9605 -2.1352
17 H 0.2213 0.0349 -0.5755
18 H 0.8676 2.9346 -0.4633
19 H -3.6296 2.8554 1.0320
20 H -3.0634 4.2757 0.1567
21 H -4.4135 2.1165 -1.4484
22 H -4.2925 3.8349 -1.7647
23 H -5.7078 4.0582 0.5266
24 H -6.4730 3.8913 -1.0484
25 H -7.5970 2.4966 0.4432
26 H -6.1640 1.7513 1.0868
27 H -6.4288 1.4183 -1.8765
28 H -7.8382 0.8146 -1.0091
29 H -5.7453 -0.7603 -1.5304
30 H -6.7370 -0.9666 -0.0767
31 H -2.8035 0.3208 -0.5088
32 C -6.5069 -4.0339 6.1621
33 O -6.2126 -4.4142 4.8362
34 C -5.3381 -3.5287 4.1416
35 C -3.9762 -4.1446 3.9169
36 N -3.2431 -4.2876 5.1684
37 C -2.0190 -5.0726 5.0768
38 C -2.1195 -6.5325 4.6469
39 O -2.7579 -7.3796 5.5840
40 C -4.1703 -7.3923 5.5324
41 H -7.3225 -4.6676 6.5077
42 H -5.6535 -4.1675 6.8368
43 H -6.8288 -2.9888 6.2157
44 H -5.2495 -2.5757 4.6717
45 H -5.7894 -3.3294 3.1664
46 H -3.4135 -3.4954 3.2434
47 H -4.1301 -5.1076 3.4084
48 H -3.8490 -4.7079 5.8612
49 H -1.5471 -5.0555 6.0627
50 H -1.3352 -4.5619 4.3901
51 H -1.0987 -6.9127 4.5562
52 H -2.5855 -6.6428 3.6596
53 H -4.5384 -7.2531 4.5117
54 H -4.6151 -6.6264 6.1744
55 H -4.5014 -8.3657 5.8943
56 C 7.9143 4.6741 0.3805
57 O 6.6512 5.0273 0.9024
58 C 6.2853 6.3883 0.7162
59 C 5.1668 6.5303 -0.2937
60 N 5.6201 6.2054 -1.6379
61 C 4.5629 6.0935 -2.6355
62 C 3.4898 5.0271 -2.4418
63 O 3.9518 3.6968 -2.5759
64 C 4.5453 3.1367 -1.4210
65 H 8.1531 3.6812 0.7582
66 H 7.9216 4.6407 -0.7149
67 H 8.6912 5.3705 0.7113
68 H 7.1538 6.9852 0.4205
69 H 5.9305 6.7623 1.6804
70 H 4.8109 7.5654 -0.2806
71 H 4.3393 5.8905 0.0429
72 H 6.1379 5.3367 -1.6102
73 H 5.0441 5.9009 -3.5976
74 H 4.0657 7.0659 -2.7200
75 H 2.7530 5.1642 -3.2375
76 H 2.9531 5.1474 -1.4918
77 H 4.0814 3.5125 -0.5040
78 H 5.6221 3.3244 -1.3759
79 H 4.3966 2.0574 -1.4682
80 C 1.7338 -2.5367 -1.6633
81 O 2.8317 -1.6522 -1.7398
82 C 4.1016 -2.2465 -1.5034
83 C 4.9265 -2.3026 -2.7710
84 N 4.3708 -3.2503 -3.7247
85 C 4.9599 -3.1998 -5.0578
86 C 4.8466 -1.9037 -5.8541
87 O 3.5326 -1.5800 -6.2663
88 C 2.7375 -0.9127 -5.3067
89 H 0.8312 -1.9278 -1.6685
90 H 1.6854 -3.2270 -2.5129
91 H 1.7540 -3.1216 -0.7386
92 H 3.9867 -3.2430 -1.0658
93 H 4.6248 -1.6173 -0.7779
94 H 5.9451 -2.6115 -2.5154
95 H 4.9800 -1.2801 -3.1703
96 H 3.3742 -3.0936 -3.8018
97 H 4.4896 -3.9892 -5.6493
98 H 6.0214 -3.4571 -4.9748
99 H 5.4180 -2.0421 -6.7754
100 H 5.2979 -1.0523 -5.3292
101 H 3.3372 -0.2536 -4.6720
102 H 2.1846 -1.6101 -4.6699
103 H 2.0109 -0.3080 -5.8495

## Properties
E = -66809.1725 eV
E_LUMO = 0.0 eV
Multiplicity = 1

ORCA calculation (ωB97M-V with the def2-TZVPD basis set) on 3 unconnected molecules or ions with the total composition C26H30ClF8N2O14P3S3 at a distorted geometry.

Atoms and positions in Å:
1 O 3.6307 -2.6098 -0.5509
2 C 4.4270 -1.9893 0.0865
3 O 4.0482 -1.1986 1.1178
4 C 5.9255 -2.0498 -0.1913
5 C 6.3283 -0.9302 -1.2026
6 C 5.3332 0.1992 -1.3213
7 C 4.3715 0.1831 -2.3224
8 C 3.4791 1.2269 -2.4540
9 C 3.4760 2.3338 -1.6217
10 C 4.4234 2.3510 -0.5893
11 P 4.4019 3.8096 0.5303
12 S 4.5883 5.5053 -0.4111
13 C 5.3175 1.2956 -0.4599
14 Cl 6.5284 1.3085 0.8175
15 N 2.5732 3.4258 -1.7634
16 C 1.2379 3.0434 -2.0995
17 C 0.1833 3.7548 -1.4979
18 C 0.4161 4.8696 -0.5017
19 O 1.3353 4.8873 0.2486
20 N -0.6232 5.8951 -0.5081
21 C -0.1659 7.2134 -0.6585
22 O -0.9129 8.1007 -0.8814
23 F 1.1252 7.4707 -0.5215
24 C -1.1351 3.4386 -1.8119
25 C -1.4146 2.4454 -2.7239
26 C -0.3977 1.7313 -3.3358
27 S -0.8850 0.5154 -4.5203
28 O 0.1461 0.2084 -5.4684
29 O -2.0329 1.0357 -5.2079
30 C -1.2675 -1.1012 -3.6921
31 F -0.2465 -1.3530 -2.8304
32 F -1.2422 -2.0798 -4.5811
33 C -2.5856 -1.1801 -2.8486
34 F -3.0759 -2.4278 -3.0099
35 F -3.5480 -0.3426 -3.2544
36 C -2.4009 -1.0014 -1.3052
37 F -3.6306 -0.7705 -0.8012
38 F -1.6505 0.0411 -0.9759
39 F -1.9749 -2.1191 -0.7424
40 C 0.9247 2.0359 -3.0132
41 S 2.2735 1.1531 -3.7608
42 H 4.8655 -0.9860 1.5896
43 H 6.1610 -3.0074 -0.6485
44 H 6.4806 -1.8992 0.7373
45 H 7.2654 -0.4958 -0.8504
46 H 6.5344 -1.3056 -2.2049
47 H 4.3486 -0.6747 -2.9856
48 H 5.4726 3.6135 1.4117
49 H 3.2258 3.7426 1.2988
50 H 2.9656 4.0535 -2.4644
51 H -1.2095 5.8301 0.3171
52 H -1.9556 3.9595 -1.3385
53 H -2.4513 2.2297 -2.9570
54 C 4.8108 -3.5412 7.3174
55 O 4.3484 -2.3945 6.5795
56 P 3.0009 -2.5961 5.5896
57 O 3.1564 -1.2754 4.8944
58 O 1.9884 -2.5425 6.8516
59 C 2.0668 -1.4384 7.7474
60 O 1.7332 -3.1023 4.6070
61 C 2.1201 -3.7487 3.3972
62 H 5.5883 -3.2086 8.0011
63 H 3.9974 -3.9875 7.8962
64 H 5.2306 -4.2867 6.6408
65 H 2.5032 -0.5615 7.2696
66 H 2.6587 -1.7122 8.6222
67 H 1.0548 -1.2037 8.0718
68 H 2.6619 -4.6692 3.6213
69 H 2.7503 -3.0869 2.7981
70 H 1.2278 -3.9995 2.8297
71 C -7.3908 -2.5167 0.3734
72 O -8.1275 -1.3238 0.0439
73 P -8.2928 -0.9489 -1.5681
74 O -8.7948 0.4445 -1.4811
75 O -9.4456 -2.0504 -1.8329
76 C -10.6698 -1.9410 -1.1145
77 O -7.8031 -1.0871 -3.1345
78 C -6.4520 -0.6688 -3.4111
79 H -7.4938 -2.6896 1.4417
80 H -7.7872 -3.3813 -0.1656
81 H -6.3337 -2.3897 0.1357
82 H -10.8543 -0.9191 -0.7836
83 H -10.6523 -2.6084 -0.2510
84 H -11.4739 -2.2523 -1.7784
85 H -5.7464 -1.2774 -2.8488
86 H -6.3214 0.3843 -3.1532
87 H -6.2662 -0.8047 -4.4730

## Properties
E = -153726.2872 eV
E_LUMO = -2.0 eV
SMILES string = O=C(O)CCc1cc2c(c([PH2]=S)c1Cl)Nc1c(C(=O)NC(=O)F)ccc(S(=O)(=O)C(F)(F)C(F)(F)C(F)(F)F)c1S2.COP(=O)(OC)OC.COP(=O)(OC)OC
Energy relative to the best compared isomer or geometry (same formula, charge and spin) = 0.00 kcal/mol
Multiplicity = 1

ORCA calculation (ωB97M-V with the def2-TZVPD basis set) on 2 unconnected molecules or ions with the total composition CH4NO6PS at a distorted geometry.

Atoms and positions in Å:
1 C 0.1301 -0.0014 -0.8113
2 N -0.3247 -1.0985 0.0318
3 O 3.9522 -0.0612 -1.1690
4 O 2.7896 -0.6269 0.9857
5 O -0.6938 2.5889 -0.9256
6 O 3.0876 1.8129 0.2674
7 O 0.0609 1.8881 1.2486
8 O -2.1534 1.1191 0.4540
9 P 3.1568 0.3554 -0.0232
10 S -0.7380 1.3592 -0.0801
11 H -0.3236 -0.2455 -1.8413
12 H 0.9394 1.6328 0.9645
13 H -1.3852 -0.9767 0.1078
14 H 0.2219 -0.8715 0.8792

## Properties
E = -35001.6008 eV
E_LUMO = 6.2 eV
Energy relative to the best compared isomer or geometry (same formula, charge and spin) = 51.31 kcal/mol
Multiplicity = 1
Net charge = -2

ORCA calculation (ωB97M-V with the def2-TZVPD basis set) on 2 unconnected molecules or ions with the total composition C4H7NO2.

Atoms and positions in Å:
1 C 0.2729 -1.7996 2.2201
2 C 0.7723 -0.5317 -1.3442
3 C 0.5912 0.4741 -0.4954
4 C -1.7429 0.6197 -0.7923
5 N 0.4786 -0.9297 2.9560
6 O 1.5773 1.0120 0.2692
7 O -0.5604 1.1343 -0.2314
8 H 1.7459 -0.9699 -1.4607
9 H -0.0202 -0.9530 -1.9276
10 H -1.9656 -0.3689 -0.3776
11 H -1.6819 0.5518 -1.8820
12 H -2.5344 1.3159 -0.5245
13 H 0.6516 -0.1557 3.5599
14 H 2.4157 0.6007 0.0304

## Properties
E = -9844.1652 eV
E_LUMO = 0.9 eV
Energy relative to the best compared isomer or geometry (same formula, charge and spin) = 71.82 kcal/mol
Multiplicity = 1

ORCA calculation (ωB97M-V with the def2-TZVPD basis set) on 2 unconnected molecules or ions with the total composition C3H6O2 at a distorted geometry.

Atoms and positions in Å:
1 O 0.8173 1.3854 2.8065
2 C 1.1939 0.6261 1.9641
3 O 0.4618 -0.3987 1.4856
4 H 2.1847 0.7553 1.5260
5 H -0.3478 -0.2530 1.9616
6 C -0.1528 -0.6683 -1.4892
7 C -1.3422 -0.0941 -1.6718
8 H 0.6372 -0.0584 -1.0661
9 H 0.2217 -1.5268 -2.0308
10 H -1.5720 0.8922 -1.2990
11 H -2.1018 -0.6600 -2.1869

## Properties
E = -7302.0966 eV
E_LUMO = 0.9 eV
SMILES string = O=CO.C=C
Energy relative to the best compared isomer or geometry (same formula, charge and spin) = 36.47 kcal/mol
Multiplicity = 1

ORCA calculation (ωB97M-V with the def2-TZVPD basis set) on a molecular structure, C24H35FN3OsSSbSe4Te at a distorted geometry.

Atoms and positions in Å:
1 Os -0.5440 1.0416 -0.3368
2 C 2.3303 3.4219 1.5333
3 C 1.4335 4.1445 0.5279
4 C 1.5684 3.4913 -0.8395
5 C -0.0174 4.3872 0.9558
6 C -0.4095 5.7252 0.9042
7 C -1.6751 6.1327 1.2698
8 C -2.5724 5.1888 1.7276
9 C -2.2456 3.8383 1.8111
10 C -3.3465 2.9692 2.4313
11 C -3.1911 2.8077 3.9506
12 C -3.6523 1.6180 1.7878
13 C -0.9629 3.4309 1.3786
14 N -0.6533 2.0138 1.4110
15 C -0.3555 1.6036 2.7342
16 C 0.1225 2.5026 3.7003
17 C 0.3729 2.1347 5.0096
18 C 0.1367 0.8375 5.4347
19 C -0.3825 -0.0686 4.5264
20 C -0.6243 0.3258 3.2262
21 F -1.2420 -0.5906 2.4379
22 H 3.3674 3.4941 1.1988
23 H 2.0824 2.3624 1.6058
24 H 2.2703 3.8640 2.5270
25 H 1.8415 5.1524 0.4171
26 H 1.3544 2.4224 -0.7772
27 H 2.6046 3.5384 -1.1866
28 H 0.9220 3.9415 -1.5919
29 H 0.3092 6.4597 0.5606
30 H -1.9565 7.1762 1.2086
31 H -3.5617 5.5017 2.0410
32 H -4.2460 3.5755 2.2961
33 H -2.4411 2.0616 4.2076
34 H -4.1420 2.4806 4.3774
35 H -2.9113 3.7483 4.4292
36 H -2.9391 0.8517 2.0851
37 H -3.6509 1.6741 0.7007
38 H -4.6435 1.2903 2.1111
39 H 0.2880 3.5289 3.4120
40 H 0.7448 2.8776 5.7030
41 H 0.3296 0.5391 6.4560
42 H -0.6421 -1.0793 4.8133
43 Se -2.1556 -0.7735 -0.4717
44 Sb -0.7809 -1.7143 -2.5267
45 Se 1.3636 -0.4594 0.2683
46 Se 0.4306 0.5817 -2.5292
47 Se 0.6150 -3.5521 -2.0138
48 C 2.7647 -3.3438 1.2575
49 Te 1.2062 -2.1854 2.0810
50 C -0.3368 -3.5125 1.5199
51 H 2.8455 -4.2736 1.8173
52 H 3.6880 -2.7748 1.3289
53 H 2.4995 -3.5216 0.2164
54 H 0.0080 -4.0997 0.6725
55 H -1.1903 -2.9089 1.2265
56 H -0.5706 -4.1312 2.3845
57 S -1.8062 2.8201 -1.3533
58 C -2.4798 2.2945 -2.8551
59 N -2.4161 3.1426 -3.8863
60 C -2.8948 2.7972 -5.2158
61 C -4.1295 1.9218 -5.0756
62 C -3.7677 0.7108 -4.2320
63 N -3.1138 1.1466 -3.0036
64 H -1.8902 3.9858 -3.7298
65 H -2.1141 2.2535 -5.7566
66 H -3.1065 3.7157 -5.7603
67 H -4.4859 1.6055 -6.0548
68 H -4.9238 2.4898 -4.5875
69 H -3.1056 0.0387 -4.7846
70 H -4.6564 0.1467 -3.9505
71 H -3.1084 0.5248 -2.1938

## Properties
E = -321164.5821 eV
E_LUMO (alpha / beta) = -1.2 / -1.2 eV
Energy relative to the best compared isomer or geometry (same formula, charge and spin) = 5.74 kcal/mol
Multiplicity = 1